The following is a quantum chemistry calculation of a 2-piece molecular cluster, C3H4NO3P overall, from the Open Molecules 2025 dataset.

Structure (XYZ):
```
12
Properties=species:S:1:pos:R:3:forces:R:3
C -0.10803 -1.12766 0.93038 0.4 1.9 -0.8
C -0.34280 -0.02139 -1.05995 -1.1 1.4 -5.1
C 1.02637 1.08448 0.60989 0.3 0.3 0.3
N 0.20172 0.01975 0.10350 1.4 -0.2 3.7
O 0.32485 -1.27678 2.02276 0.2 -0.2 0.6
O -0.15255 1.66636 -2.58228 -0.2 -2.5 2.4
O -0.93223 -1.93576 0.28078 -0.2 -0.5 -0.8
P -1.22265 -1.53508 -1.36195 -0.3 0.0 -0.4
H 0.48033 1.64207 1.37213 0.1 0.0 0.0
H 1.92159 0.65497 1.05862 0.0 0.1 0.0
H 1.26968 1.74142 -0.22366 0.1 -0.1 0.1
H -2.46628 -0.91238 -1.15022 -0.7 -0.2 0.0
```
Positions in Å, forces in eV/Å.

## Properties
* HOMO level (alpha / beta): -7.1 / -10.7 eV
* Kohn-Sham gap (alpha / beta): 4.79 / 8.96 eV
* lowest unoccupied orbital energy (alpha / beta): -2.4 / -1.7 eV
* spin multiplicity: 3

Electronic structure analysis, natural (NBO) charges in units of e:
1 C 0.889
2 C 0.065
3 C -0.407
4 N -0.540
5 O -0.552
6 O -0.251
7 O -0.718
8 P 0.907
9 H 0.215
10 H 0.227
11 H 0.238
12 H -0.073

---

The following is a quantum chemistry calculation of a 18-piece molecular cluster, C39H60F5N17O3PS2 overall, from the Open Molecules 2025 dataset.

Structure (XYZ):
```
127
Properties=species:S:1:pos:R:3:forces:R:3
O 1.98133 -2.19653 -0.79621 0.1 0.0 -0.1
S 0.90201 -2.29569 -1.72502 0.3 -0.1 0.6
O -0.17450 -3.19930 -1.49477 -0.2 0.0 -0.3
P 0.11085 -0.25484 -1.92165 -0.3 0.5 -0.1
O 0.49821 0.26656 -0.50958 -0.4 0.1 0.1
C -1.62332 -0.18229 -2.26886 0.0 0.0 -0.4
C -2.12268 -0.90284 -3.54365 -0.1 0.1 0.1
C -2.74459 -2.26610 -3.28835 -0.2 0.3 -0.3
S -4.02611 -2.26269 -2.01276 -0.3 -0.7 0.7
C 1.58700 -2.68847 -3.41911 -0.2 0.1 -0.2
F 1.92244 -3.97121 -3.37225 0.1 0.1 0.0
F 0.55523 -2.51041 -4.26111 0.1 -0.1 0.0
C 2.79678 -1.81446 -3.91153 0.0 -0.2 0.1
F 2.34278 -0.81373 -4.66119 -0.2 0.2 -0.1
F 3.61271 -2.55840 -4.62776 0.1 -0.1 -0.1
F 3.45688 -1.28571 -2.88927 0.1 0.0 0.1
H 0.90996 0.39814 -2.85958 0.0 -0.2 -0.3
H 0.16059 1.19242 -0.41122 0.3 -0.1 0.2
H -1.79858 0.89572 -2.36371 0.1 0.0 0.2
H -2.13755 -0.52995 -1.36867 0.0 -0.1 0.1
H -2.88654 -0.25813 -3.97648 0.0 0.1 0.0
H -1.33706 -0.96421 -4.29650 0.1 -0.1 -0.1
H -2.01438 -2.99234 -2.95389 0.1 -0.1 0.1
H -3.17860 -2.64712 -4.21053 0.1 0.1 -0.1
H -4.42981 -0.98903 -1.92098 0.2 0.2 -0.4
C -0.68959 5.10514 -1.40265 0.0 0.3 0.1
C -0.37463 3.71935 -1.63127 0.1 -0.7 -0.1
N -0.14621 2.60382 -1.81246 -0.1 0.4 0.2
H -1.00900 5.24103 -0.37146 0.0 0.0 0.1
H 0.19294 5.71701 -1.58938 0.1 0.0 0.0
H -1.48660 5.40634 -2.08122 0.0 -0.1 0.1
C -8.19969 -1.09185 -0.91446 -0.1 -0.1 0.0
C -7.01299 -0.31668 -0.59857 0.8 0.5 0.2
N -6.05822 0.28178 -0.34894 -0.6 -0.3 -0.2
H -8.84557 -1.14820 -0.04074 0.0 0.0 0.0
H -8.74123 -0.62144 -1.73266 0.0 0.0 0.0
H -7.90141 -2.09844 -1.20162 0.0 0.0 0.0
C 2.76836 0.02232 1.53640 0.3 -0.2 -0.3
C 3.70581 1.11343 1.73907 0.2 0.8 0.1
N 4.37583 2.04013 1.89264 -0.2 -0.6 0.0
H 2.67639 -0.57100 2.44131 0.0 0.0 0.0
H 1.79230 0.43323 1.29245 0.3 -0.2 0.1
H 3.10089 -0.61585 0.72015 0.1 0.0 0.0
C 3.61557 1.80571 -6.95211 0.1 -0.1 -0.1
C 2.84667 2.82143 -6.25455 -0.4 0.6 0.4
N 2.25183 3.63887 -5.70096 0.3 -0.4 -0.2
H 3.24321 1.67530 -7.96689 0.0 0.0 0.0
H 4.66045 2.10627 -6.99592 0.0 0.0 0.0
H 3.54109 0.85938 -6.42129 0.0 0.0 0.0
C 3.19334 3.05559 5.16501 0.0 0.0 0.0
C 1.95455 3.71948 5.55163 -0.9 0.3 0.2
N 0.95298 4.20614 5.86032 0.8 -0.3 -0.3
H 3.10685 2.64141 4.16215 0.0 0.0 0.0
H 4.02026 3.76261 5.17818 0.0 0.0 0.0
H 3.39167 2.24646 5.86479 0.0 0.0 0.0
C 0.03733 -0.11555 4.76608 -0.2 0.0 0.2
C 0.17414 0.56783 3.49037 0.0 0.5 -0.5
N 0.29185 1.14871 2.50081 -0.5 -0.2 0.7
H -0.54248 0.50355 5.44815 0.0 0.1 0.0
H -0.45716 -1.07235 4.62056 0.0 0.1 0.0
H 1.02237 -0.29373 5.19427 0.0 0.0 0.0
C -1.43402 -6.61320 0.61465 0.1 0.0 0.1
C -2.29346 -6.12728 -0.45233 -0.5 0.3 -0.5
N -2.98543 -5.74161 -1.28880 0.5 -0.2 0.4
H -0.42995 -6.21396 0.48460 0.0 0.0 0.0
H -1.82458 -6.28919 1.57725 0.0 0.0 0.0
H -1.39384 -7.70023 0.59115 0.0 0.0 0.0
C -1.07960 6.71012 4.17525 0.1 0.0 0.1
C -2.01813 6.55567 3.07678 -0.5 -0.1 -0.5
N -2.76779 6.43146 2.21036 0.4 0.0 0.3
H -0.38147 7.51495 3.95412 0.0 0.0 0.0
H -1.62078 6.94813 5.08840 0.0 0.0 0.0
H -0.52369 5.78672 4.32905 0.0 0.0 0.0
C -4.53393 -6.38176 -4.28286 0.0 -0.1 0.0
C -4.35337 -5.21331 -5.12888 0.0 0.7 -0.4
N -4.20583 -4.26249 -5.76513 0.0 -0.6 0.4
H -5.59285 -6.56885 -4.11710 0.0 0.0 0.0
H -4.08563 -7.25633 -4.75060 0.0 0.0 0.0
H -4.05065 -6.19323 -3.32617 0.0 0.0 0.1
C 3.01004 -3.95450 2.43182 0.1 -0.1 0.0
C 1.94155 -3.06498 2.85700 -0.7 0.4 0.3
N 1.09443 -2.35984 3.19971 0.7 -0.7 -0.3
H 2.78247 -4.36400 1.44940 0.0 0.0 0.0
H 3.94884 -3.40553 2.37932 0.0 0.0 0.0
H 3.11005 -4.76523 3.15334 0.0 0.0 0.0
C -5.79016 -1.50725 3.13659 0.0 0.0 0.1
C -5.86047 -2.26700 1.89897 0.0 -0.3 -0.7
N -5.91382 -2.83931 0.89998 0.0 0.2 0.6
H -6.74112 -1.01089 3.31856 0.0 0.0 0.0
H -5.56887 -2.17220 3.96907 0.0 0.0 0.0
H -5.00802 -0.75480 3.05782 0.0 0.0 0.0
C 2.29211 -3.23147 6.90863 -0.1 0.0 0.1
C 2.53743 -4.51434 6.26972 0.0 -0.7 -0.6
N 2.70625 -5.51200 5.71443 -0.1 0.6 0.4
H 3.20014 -2.86833 7.38261 0.0 0.0 0.0
H 1.96856 -2.50724 6.16371 0.0 0.0 0.0
H 1.50880 -3.33865 7.65700 0.0 0.0 0.0
C 4.84727 0.04322 8.84514 0.0 0.0 0.1
C 3.96830 0.00224 7.68688 -0.5 0.0 -0.6
N 3.26751 -0.03027 6.77140 0.4 0.0 0.6
H 5.72712 0.64147 8.61771 0.0 0.0 0.0
H 4.32169 0.48581 9.68873 0.0 0.0 0.0
H 5.16095 -0.96513 9.10803 0.0 0.0 0.0
C 2.13393 3.21402 -10.90560 0.0 0.1 -0.1
C 3.01272 2.05393 -10.87308 0.4 -0.6 0.1
N 3.70837 1.13569 -10.82742 -0.4 0.5 0.1
H 2.29726 3.82901 -10.02243 0.0 0.0 0.0
H 2.34067 3.80714 -11.79392 0.0 0.0 0.0
H 1.09564 2.88962 -10.92835 0.0 0.0 0.0
C 4.86137 5.40736 -3.15240 0.1 0.0 -0.1
C 3.69979 5.98917 -2.50412 -0.6 0.3 0.4
N 2.78586 6.44773 -1.97379 0.4 -0.3 -0.3
H 4.83134 5.62244 -4.21864 0.0 0.0 0.0
H 5.76692 5.83429 -2.72574 0.0 0.0 0.0
H 4.86647 4.32999 -3.00408 0.0 0.0 0.0
C -1.24255 -5.90383 7.74618 0.0 -0.1 0.0
C -1.42054 -4.50326 7.39292 -0.1 0.8 -0.2
N -1.54814 -3.39199 7.10934 0.1 -0.7 0.2
H -0.20933 -6.20020 7.57242 0.0 0.0 0.0
H -1.48794 -6.05319 8.79554 0.0 0.0 0.0
H -1.89665 -6.52273 7.13577 0.0 0.0 0.0
C -1.21101 8.31974 -4.54902 0.0 0.1 0.0
C -1.74316 6.99628 -4.27039 -0.3 -0.7 0.1
N -2.16440 5.94700 -4.04457 0.2 0.7 -0.3
H -0.81145 8.75492 -3.63493 0.0 0.0 0.0
H -0.41439 8.24547 -5.28621 0.0 0.0 0.0
H -2.00178 8.95933 -4.93537 0.0 0.0 0.0
```
Positions in Å, forces in eV/Å.

## Properties
* HOMO level: -10.5 eV
* Kohn-Sham gap: 7.90 eV
* lowest unoccupied orbital energy: -2.6 eV
* net charge: +1

Atom charges from the Löwdin analysis, given in e for atoms 1 to 99:
1 O -0.289
2 S 0.668
3 O -0.266
4 P 0.905
5 O -0.236
6 C -0.301
7 C -0.271
8 C -0.562
9 S 0.710
10 C -0.480
11 F 0.163
12 F 0.120
13 C -0.590
14 F 0.163
15 F 0.217
16 F 0.176
17 H 0.063
18 H 0.072
19 H 0.090
20 H 0.084
21 H 0.120
22 H 0.099
23 H 0.034
24 H 0.034
25 H -0.163
26 C -0.036
27 C -0.171
28 N 0.135
29 H 0.091
30 H 0.067
31 H 0.037
32 C -0.069
33 C -0.307
34 N 0.131
35 H 0.085
36 H 0.084
37 H 0.078
38 C -0.102
39 C -0.265
40 N 0.126
41 H 0.052
42 H 0.004
43 H 0.064
44 C -0.058
45 C -0.287
46 N 0.124
47 H 0.061
48 H 0.091
49 H 0.065
50 C -0.066
51 C -0.265
52 N 0.126
53 H 0.048
54 H 0.086
55 H 0.035
56 C -0.087
57 C -0.257
58 N 0.146
59 H 0.089
60 H 0.055
61 H 0.043
62 C -0.057
63 C -0.248
64 N 0.159
65 H 0.077
66 H 0.087
67 H 0.086
68 C -0.075
69 C -0.289
70 N 0.113
71 H 0.083
72 H 0.086
73 H 0.047
74 C -0.067
75 C -0.270
76 N 0.127
77 H 0.087
78 H 0.084
79 H 0.026
80 C -0.047
81 C -0.247
82 N 0.184
83 H 0.080
84 H 0.091
85 H 0.062
86 C -0.063
87 C -0.277
88 N 0.145
89 H 0.084
90 H 0.082
91 H 0.085
92 C -0.071
93 C -0.274
94 N 0.129
95 H 0.065
96 H 0.052
97 H 0.075
98 C -0.050
99 C -0.249

---

The following is a quantum chemistry calculation of a 3-piece molecular cluster, C3H11NO4 overall, from the Open Molecules 2025 dataset.

Structure (XYZ):
```
19
Properties=species:S:1:pos:R:3:forces:R:3
O -0.02078 -0.37838 -2.12671 0.3 -0.3 0.0
C 0.48144 0.11283 -1.12053 -0.9 0.1 -0.6
N 0.96443 -0.67646 -0.12294 0.1 0.0 0.1
C 1.17369 -0.19088 1.19136 0.0 1.2 0.9
O 0.02264 -0.16194 2.03784 0.1 -0.6 0.0
C 0.49664 1.61397 -1.00326 0.2 -0.1 1.2
H 0.87191 -1.67300 -0.30425 -0.1 0.0 0.1
H 1.52244 0.84177 1.13946 0.0 0.0 -0.3
H 1.94367 -0.69004 1.76933 0.1 -0.7 -0.4
H -0.76337 -0.37194 1.52494 0.1 0.2 -0.2
H 1.48021 1.95336 -0.66914 0.0 0.2 -0.5
H -0.17901 1.96243 -0.21579 -0.1 -0.3 0.0
H 0.14630 2.01847 -1.93546 0.3 0.2 -0.4
H -0.78397 -3.48741 -1.37845 0.1 -0.1 0.1
H -0.04706 -2.33870 -2.03785 0.2 0.0 0.1
O 0.10896 -3.15086 -1.51639 -0.3 0.2 -0.1
H -2.47215 1.08760 2.24699 0.0 0.2 0.1
H -2.66871 2.19610 1.18234 -0.1 0.0 0.1
O -2.27730 1.33309 1.33852 0.0 -0.1 -0.3
```
Positions in Å, forces in eV/Å.

## Properties
* HOMO level: -10.0 eV
* Kohn-Sham gap: 10.49 eV
* lowest unoccupied orbital energy: 0.5 eV
* structure (SMILES): CC(=O)NCO.O.O

Electronic structure analysis, natural (NBO) charges in units of e:
1 O -0.653
2 C 0.698
3 N -0.649
4 C 0.090
5 O -0.738
6 C -0.726
7 H 0.438
8 H 0.162
9 H 0.180
10 H 0.480
11 H 0.225
12 H 0.248
13 H 0.247
14 H 0.469
15 H 0.499
16 O -0.973
17 H 0.479
18 H 0.478
19 O -0.954